No. 1
C17H24LaN6O5S as an isolated structure, computed with the ωB97M-V functional and the def2-TZVPD basis.

Output
LUMO (Eh): -0.0965
Relative energy (zero: lowest compared OMol25 entry of this formula, charge and spin) (eV): 0.000
Total charge: +1

Geometry as XYZ:
```
54
Properties=species:S:1:pos:R:3:nbo_charge:R:1
La 0.23 0.07 0.23 2.105
O -0.77 -4.00 -1.07 -0.540
C -0.72 -3.03 -0.35 0.649
N 0.41 -2.32 0.05 -0.897
C 1.63 -2.97 0.12 0.653
O 1.81 -4.16 0.23 -0.535
C 2.86 -2.06 0.13 0.139
C 4.12 -2.63 0.15 -0.197
C 5.23 -1.81 0.13 -0.130
C 5.06 -0.43 0.11 -0.239
C 3.77 0.06 0.12 0.065
N 2.69 -0.73 0.11 -0.553
C -2.04 -2.46 0.17 0.128
C -3.16 -3.27 0.23 -0.200
C -4.33 -2.74 0.75 -0.137
C -4.36 -1.43 1.18 -0.227
C -3.21 -0.68 1.06 0.043
N -2.08 -1.18 0.56 -0.536
H 4.19 -3.71 0.18 0.265
H 6.23 -2.23 0.14 0.236
H 5.89 0.25 0.11 0.237
H 3.59 1.13 0.15 0.199
H -3.09 -4.29 -0.11 0.261
H -5.21 -3.36 0.83 0.236
H -5.25 -0.99 1.61 0.238
H -3.16 0.35 1.40 0.211
N -0.63 -0.49 -2.35 -0.877
C -1.18 0.68 -3.04 -0.227
C -2.14 1.43 -2.14 -0.237
N -1.56 1.81 -0.84 -0.685
C -0.98 3.17 -0.78 -0.238
C 0.32 3.29 -1.55 -0.229
N 1.30 2.26 -1.10 -0.894
H -1.34 -1.21 -2.27 0.390
H 0.10 -0.93 -2.91 0.397
H -0.35 1.32 -3.33 0.196
H -1.70 0.41 -3.96 0.208
H -2.53 2.31 -2.67 0.206
H -3.01 0.80 -1.93 0.214
H -2.28 1.77 -0.14 0.396
H -1.69 3.92 -1.17 0.204
H -0.81 3.40 0.27 0.233
H 0.16 3.15 -2.61 0.197
H 0.71 4.30 -1.42 0.210
H 2.08 2.22 -1.73 0.392
H 1.68 2.55 -0.20 0.401
C 0.51 1.87 4.32 -0.897
S 0.38 1.30 2.70 2.354
O 0.52 -0.17 2.68 -0.991
O -0.94 1.65 2.15 -0.999
O 1.44 1.87 1.87 -1.008
H -0.35 1.51 4.88 0.271
H 0.53 2.96 4.28 0.265
H 1.43 1.48 4.75 0.272
```

***

No. 2
C27H29BrFNOPPdTe as an isolated structure, computed with the ωB97M-V functional and the def2-TZVPD basis.

Output
LUMO (spin up / spin down) (Eh): -0.0714 / -0.1387
2S+1: 3
Expectation value of S²: 2.044
Relative energy (zero: lowest compared OMol25 entry of this formula, charge and spin) (eV): 0.718
Total charge: +1

Geometry as XYZ:
```
63
Properties=species:S:1:pos:R:3:nbo_charge:R:1
Pd 0.59 -0.04 -0.74 0.619
F -1.96 1.05 -6.44 -0.311
C -1.73 0.35 -5.32 0.406
C -2.42 0.68 -4.17 -0.287
C -2.17 -0.04 -3.02 -0.164
C -1.22 -1.09 -2.99 -0.139
C -0.94 -1.79 -1.80 -0.415
C -0.56 -1.39 -4.20 -0.176
C -0.81 -0.68 -5.36 -0.285
H -3.15 1.48 -4.19 0.237
H -2.69 0.20 -2.10 0.208
H -0.31 -2.67 -1.83 0.205
H -1.60 -1.69 -0.94 0.214
H 0.14 -2.22 -4.23 0.223
H -0.31 -0.92 -6.29 0.245
C -1.88 2.61 2.26 -1.015
P -2.17 1.84 0.67 1.970
C -3.83 1.18 0.74 -1.013
C -2.18 3.17 -0.53 -1.022
O -1.14 0.79 0.37 -1.169
H -2.63 3.37 2.49 0.254
H -0.89 3.07 2.26 0.255
H -1.90 1.84 3.04 0.257
H -4.55 1.97 0.95 0.254
H -3.88 0.42 1.52 0.261
H -4.10 0.71 -0.21 0.255
H -3.02 3.84 -0.37 0.254
H -2.24 2.76 -1.54 0.260
H -1.25 3.74 -0.45 0.261
Te 2.54 -0.58 -2.44 0.698
C 4.43 -0.18 -1.63 -0.318
C 5.47 0.12 -2.50 -0.159
C 6.73 0.39 -1.99 -0.218
C 6.95 0.35 -0.62 -0.186
C 5.91 0.04 0.24 -0.194
C 4.64 -0.23 -0.26 -0.239
C 1.70 1.37 -2.22 -0.361
C 2.11 2.19 -1.16 -0.175
C 1.65 3.51 -1.10 -0.238
C 0.82 4.01 -2.09 -0.199
C 0.41 3.19 -3.14 -0.206
C 0.85 1.88 -3.21 -0.225
H 5.30 0.16 -3.57 0.217
H 7.55 0.62 -2.67 0.228
H 7.94 0.56 -0.23 0.226
H 6.08 0.01 1.31 0.223
H 3.83 -0.48 0.41 0.230
H 2.79 1.82 -0.41 0.233
H 1.97 4.15 -0.28 0.223
H 0.49 5.04 -2.05 0.226
H -0.23 3.58 -3.91 0.229
H 0.55 1.25 -4.04 0.236
Br 0.96 -1.76 1.34 0.100
C 1.14 -0.36 2.64 0.166
C 0.64 -0.57 3.91 -0.269
C 0.78 0.47 4.81 -0.147
C 1.41 1.64 4.40 -0.254
C 1.87 1.72 3.10 0.043
N 1.73 0.73 2.22 -0.453
H 0.16 -1.50 4.18 0.245
H 0.42 0.36 5.83 0.236
H 1.54 2.47 5.08 0.237
H 2.37 2.61 2.74 0.205
```

***

No. 3
A 2-piece molecular cluster, C7H6NO4S overall, computed with the ωB97M-V functional and the def2-TZVPD basis.

Output
LUMO (Eh): 0.1232
Relative energy (zero: lowest compared OMol25 entry of this formula, charge and spin) (eV): 1.278
Total charge: -1

Geometry as XYZ:
```
19
Properties=species:S:1:pos:R:3:nbo_charge:R:1
C 1.33 1.24 -2.20 -0.220
C 1.27 2.08 -1.06 -0.212
C 0.50 0.19 -2.37 -0.264
C 0.32 1.84 -0.03 -0.235
C -0.33 -0.09 -1.30 0.256
C -0.50 0.76 -0.19 0.260
C -2.03 -0.78 0.04 0.379
N -0.60 -1.77 3.31 -1.064
O 0.82 -1.16 1.25 -1.068
O 0.05 -3.52 1.44 -1.014
O -1.40 -1.00 -1.14 -0.492
O -1.51 0.34 0.58 -0.480
S -0.34 -2.12 1.53 1.638
H 1.96 1.57 -3.00 0.198
H 1.94 2.83 -1.13 0.196
H 0.32 -0.44 -3.15 0.217
H 0.24 2.64 0.72 0.218
H -1.60 -1.82 3.54 0.338
H -0.45 -0.78 3.16 0.350
```

***

No. 4
A 2-piece molecular cluster, CH5S2 overall, computed with the ωB97M-V functional and the def2-TZVPD basis.

Output
LUMO (Eh): 0.1366
Relative energy (zero: lowest compared OMol25 entry of this formula, charge and spin) (eV): 0.392
Total charge: -1

Geometry as XYZ:
```
8
Properties=species:S:1:pos:R:3:nbo_charge:R:1
S 1.69 1.33 2.27 -0.959
H 0.54 0.90 2.72 0.084
C -0.67 -0.71 -1.05 -0.768
S 0.41 0.69 -1.08 -0.186
H -0.36 -1.53 -1.70 0.197
H -0.69 -1.07 -0.01 0.226
H -1.73 -0.66 -1.37 0.191
H 0.81 1.05 0.22 0.215
```

***

No. 5
C28H25AsF5GeMnN2O2S4 as an isolated structure, computed with the ωB97M-V functional and the def2-TZVPD basis.

Output
LUMO (spin up / spin down) (Eh): 0.0633 / 0.0476
2S+1: 4
Expectation value of S²: 3.881
Total charge: -1

Geometry as XYZ:
```
69
Properties=species:S:1:pos:R:3:nbo_charge:R:1
Mn 0.35 0.53 -0.15 0.891
S 2.97 -3.31 -2.66 -0.609
As 2.13 -2.79 -0.79 0.724
S 1.28 0.22 -2.19 -0.263
S 2.42 -0.41 -0.66 -0.079
S 3.20 -3.48 0.90 -0.657
F 0.83 1.44 1.71 -0.374
C 1.20 2.17 0.52 0.356
F 2.54 2.31 0.58 -0.322
C 0.61 3.60 0.65 0.901
F 1.57 4.52 0.83 -0.313
F -0.24 3.71 1.67 -0.317
F -0.05 3.94 -0.47 -0.322
N -1.49 1.97 -2.51 -0.779
C -2.10 2.01 -1.31 0.444
C -3.34 2.66 -1.17 -0.301
C -3.93 2.74 0.07 -0.128
C -3.29 2.15 1.16 -0.303
C -2.10 1.50 0.94 0.110
N -1.49 1.45 -0.26 -0.562
H -1.98 2.26 -3.33 0.394
H -0.64 1.44 -2.61 0.414
H -3.81 3.08 -2.05 0.211
H -4.88 3.24 0.20 0.214
H -3.71 2.18 2.16 0.226
H -1.60 1.01 1.76 0.218
O -2.56 -1.39 0.63 -0.694
C -1.48 -1.91 0.34 0.827
O -0.39 -1.30 0.05 -0.811
C -1.35 -3.43 0.27 -0.522
C -2.55 -4.19 0.81 -0.824
Ge -4.31 -3.48 0.28 1.612
C -4.38 -2.72 -1.53 -0.335
C -5.18 -1.64 -1.89 -0.239
C -5.18 -1.17 -3.20 -0.207
C -4.38 -1.76 -4.16 -0.226
C -3.58 -2.85 -3.81 -0.209
C -3.59 -3.32 -2.51 -0.225
C -5.15 -2.53 1.77 -0.437
C -5.50 -1.18 1.75 -0.191
C -6.09 -0.58 2.85 -0.223
C -6.34 -1.31 4.00 -0.220
C -5.99 -2.65 4.04 -0.242
C -5.40 -3.26 2.94 -0.147
C -5.47 -5.11 0.08 -0.338
C -4.98 -6.26 -0.52 -0.231
C -5.78 -7.39 -0.70 -0.225
C -7.10 -7.37 -0.26 -0.214
C -7.61 -6.22 0.33 -0.224
C -6.80 -5.10 0.50 -0.244
H -0.44 -3.68 0.81 0.244
H -1.17 -3.68 -0.78 0.229
H -2.55 -4.16 1.90 0.232
H -2.50 -5.24 0.51 0.224
H -5.81 -1.16 -1.16 0.206
H -5.81 -0.33 -3.47 0.201
H -4.37 -1.39 -5.18 0.205
H -2.94 -3.32 -4.55 0.213
H -2.97 -4.17 -2.25 0.207
H -5.27 -0.59 0.87 0.216
H -6.36 0.47 2.81 0.203
H -6.80 -0.84 4.86 0.204
H -6.17 -3.24 4.94 0.206
H -5.14 -4.31 2.98 0.204
H -3.95 -6.30 -0.87 0.202
H -5.38 -8.27 -1.17 0.206
H -7.73 -8.24 -0.39 0.202
H -8.64 -6.20 0.67 0.203
H -7.21 -4.22 0.96 0.213
```

***

No. 6
One molecule with the formula C9H12O2, computed with the ωB97M-V functional and the def2-TZVPD basis.

Output
LUMO (Eh): 0.0278
SMILES: CC(C)(OO)c1ccccc1
Relative energy (zero: lowest compared OMol25 entry of this formula, charge and spin) (eV): 3.029
Total charge: 0

Geometry as XYZ:
```
23
Properties=species:S:1:pos:R:3:nbo_charge:R:1
C -1.62 0.98 -1.02 -0.640
C -0.13 0.61 -0.87 0.225
C 0.52 -0.05 -2.13 -0.635
C 0.10 -0.25 0.39 -0.016
C -0.41 -1.56 0.52 -0.217
C -0.23 -2.20 1.75 -0.204
C 0.41 -1.63 2.82 -0.220
C 0.88 -0.31 2.67 -0.195
C 0.76 0.34 1.47 -0.221
H -2.00 1.56 -0.13 0.228
H -1.67 1.69 -1.89 0.231
H -2.24 0.12 -1.25 0.211
H 0.17 -1.11 -2.26 0.214
H 0.17 0.56 -2.95 0.221
H 1.62 0.06 -2.12 0.218
H 1.27 2.67 -2.34 0.468
H -1.01 -1.99 -0.29 0.214
H -0.55 -3.23 1.85 0.209
H 0.55 -2.22 3.68 0.214
H 1.43 0.16 3.47 0.211
H 1.07 1.36 1.33 0.230
O 0.56 1.84 -0.75 -0.289
O 0.35 2.59 -1.94 -0.455
```